(1)
Below is C3H3AgF as an isolated structure at a distorted geometry, with properties calculated with ωB97M-V with the def2-TZVPD basis set.

HOMO (alpha / beta) = -6.93 / -9.20 eV
E_LUMO (alpha / beta) = -2.098 / -2.030 eV
Electronic energy = -9869.11028 eV
Kohn-Sham gap (alpha / beta) = 0.17773 / 0.26338 hartree
Energy above the lowest of the compared OMol25 structures with the same formula, charge and spin = 0.000 eV

Structure (ORCA input):
```
! RIJCOSX wB97M-V def2-TZVPD def2/J DEFGRID3
* xyz 0 2
C -0.5791 1.9253 -0.2691
F 1.3233 -0.7466 -0.5931
H -0.4190 3.0603 0.2196
C -0.0220 -0.3016 0.1209
C 0.3765 1.0523 0.2108
H -1.6182 1.3287 -0.1418
H 1.4056 1.4251 0.1277
Ag -1.7694 -2.1337 0.6173
*
```

Mulliken atomic charges, in units of e: C -0.46; F -0.37; H 0.20; C 0.00; C -0.13; H 0.13; H 0.29; Ag 0.35


(2)
Below is an isolated molecule of C3H3Br at a distorted geometry, with properties calculated with ωB97M-V with the def2-TZVPD basis set.

HOMO = -9.24 eV
E_LUMO = 0.534 eV
Electronic energy = -73198.48123 eV
Kohn-Sham gap = 0.35902 hartree
SMILES string = C=C=CBr
Energy above the lowest of the compared OMol25 structures with the same formula, charge and spin = 1.497 eV

Structure (ORCA input):
```
! RIJCOSX wB97M-V def2-TZVPD def2/J DEFGRID3
* xyz 0 1
C 0.2904 0.1014 -0.2002
C 1.3236 -0.7283 -0.1777
C -0.8074 0.7723 0.2787
Br -2.5215 0.1136 -0.2279
H 1.1844 -1.0641 0.7401
H 1.6715 -0.9671 -1.0732
H -1.1411 1.7721 0.6602
*
```

Mulliken atomic charges, in units of e: C 0.21; C -0.66; C -0.44; Br -0.11; H 0.35; H 0.35; H 0.30


(3)
Below is C3H3Br2Cl as an isolated structure at a distorted geometry, with properties calculated with ωB97M-V with the def2-TZVPD basis set.

HOMO (alpha / beta) = -8.55 / -8.18 eV
E_LUMO (alpha / beta) = -1.357 / -1.373 eV
Electronic energy = -155762.13809 eV
Kohn-Sham gap (alpha / beta) = 0.26448 / 0.25007 hartree
Energy above the lowest of the compared OMol25 structures with the same formula, charge and spin = 3.886 eV

Structure (ORCA input):
```
! RIJCOSX wB97M-V def2-TZVPD def2/J DEFGRID3
* xyz 0 1
C 0.5620 0.0806 -0.4918
C 1.1207 -0.2281 0.6777
C -1.3288 0.5722 -0.7258
Cl 1.0876 -1.7358 1.3402
Br -2.2927 -1.0248 -0.5035
Br -1.7712 1.8023 0.5642
H 0.9300 0.9342 -1.1683
H 0.2531 -0.8614 -1.1309
H 1.4394 0.4609 1.4382
*
```

Mulliken atomic charges, in units of e: C -0.89; C 0.14; C -0.04; Cl -0.11; Br -0.06; Br -0.03; H 0.31; H 0.31; H 0.36


(4)
Below is C3H3Br2Cl as an isolated structure at a distorted geometry, with properties calculated with ωB97M-V with the def2-TZVPD basis set.

HOMO (alpha / beta) = -8.03 / -7.88 eV
E_LUMO (alpha / beta) = -0.052 / 0.016 eV
Electronic energy = -155763.64242 eV
Kohn-Sham gap (alpha / beta) = 0.29315 / 0.29009 hartree
Energy above the lowest of the compared OMol25 structures with the same formula, charge and spin = 2.381 eV

Structure (ORCA input):
```
! RIJCOSX wB97M-V def2-TZVPD def2/J DEFGRID3
* xyz 0 1
C 0.5821 -0.1977 0.5760
C 0.5658 0.3518 -0.8186
C -0.9164 -0.3638 0.5633
Cl 0.4572 2.0409 -1.0720
Br -2.0937 1.0810 0.6165
Br -1.5837 -1.8972 -0.2164
H 1.0399 -1.2122 0.6496
H 1.0640 0.4751 1.4407
H 0.8848 -0.2779 -1.7391
*
```

Mulliken atomic charges, in units of e: C -0.22; C -0.31; C -0.09; Cl -0.12; Br -0.04; Br -0.05; H 0.26; H 0.24; H 0.33


(5)
Below is a 2-piece molecular cluster, C3H3Br2F overall at a distorted geometry, with properties calculated with ωB97M-V with the def2-TZVPD basis set.

HOMO (alpha / beta) = -8.74 / -8.74 eV
E_LUMO (alpha / beta) = -1.905 / -1.893 eV
Electronic energy = -145952.90105 eV
Kohn-Sham gap (alpha / beta) = 0.25108 / 0.25148 hartree
Energy above the lowest of the compared OMol25 structures with the same formula, charge and spin = 7.883 eV

Structure (ORCA input):
```
! RIJCOSX wB97M-V def2-TZVPD def2/J DEFGRID3
* xyz 0 1
C 2.0771 -0.9821 -1.3923
C 0.0770 0.8809 0.2327
C -1.2952 0.3883 0.3428
F -1.9939 0.6132 -0.7792
Br 0.8724 1.4078 1.7695
Br -2.4895 1.2449 1.9189
H 1.0390 -1.2185 -1.2495
H 2.8779 -1.6767 -1.4105
H -1.1648 -0.6579 0.5676
*
```

Mulliken atomic charges, in units of e: C -0.34; C -0.23; C 0.22; F -0.18; Br 0.07; Br -0.21; H 0.13; H 0.23; H 0.32


(6)
Below is C3H3Br2N as an isolated structure at a distorted geometry, with properties calculated with ωB97M-V with the def2-TZVPD basis set.

HOMO = -10.26 eV
E_LUMO = 0.639 eV
Electronic energy = -144732.69520 eV
Kohn-Sham gap = 0.40067 hartree
Energy above the lowest of the compared OMol25 structures with the same formula, charge and spin = 1.306 eV

Structure (ORCA input):
```
! RIJCOSX wB97M-V def2-TZVPD def2/J DEFGRID3
* xyz 0 1
C 1.0442 0.1865 0.0180
C 0.0261 -0.6847 -0.5580
C -0.8251 0.1943 0.4950
N 0.4013 0.9873 0.8235
Br 2.9242 0.2462 -0.2335
Br -2.2016 1.3111 -0.2702
H -0.3270 -0.4002 -1.5750
H 0.1213 -1.6580 -0.0446
H -1.1634 -0.1824 1.3449
*
```

Mulliken atomic charges, in units of e: C 0.30; C -0.37; C -0.09; N -0.50; Br -0.15; Br -0.16; H 0.32; H 0.26; H 0.39


(7)
Below is C3H3Br2N as an isolated structure at a distorted geometry, with properties calculated with ωB97M-V with the def2-TZVPD basis set.

HOMO (alpha / beta) = -9.22 / -9.25 eV
E_LUMO (alpha / beta) = -3.181 / -3.164 eV
Electronic energy = -144729.21083 eV
Kohn-Sham gap (alpha / beta) = 0.22194 / 0.22374 hartree
Energy above the lowest of the compared OMol25 structures with the same formula, charge and spin = 4.791 eV

Structure (ORCA input):
```
! RIJCOSX wB97M-V def2-TZVPD def2/J DEFGRID3
* xyz 0 1
C -0.7664 1.0951 1.8337
C 0.9594 -0.3851 -0.4635
C -0.4955 -0.4835 -0.5041
N -0.9966 1.8753 2.6450
Br -1.3620 -2.0230 -0.8318
Br -1.3418 1.1411 -1.2082
H 1.2587 -1.3846 -0.1013
H 1.3066 0.4001 0.2227
H 1.4377 -0.2354 -1.5924
*
```

Mulliken atomic charges, in units of e: C -0.13; C -0.78; C 0.19; N -0.43; Br 0.12; Br 0.07; H 0.34; H 0.30; H 0.31


(8)
Below is C3H3Br2P as an isolated structure at a distorted geometry, with properties calculated with ωB97M-V with the def2-TZVPD basis set.

HOMO (alpha / beta) = -6.03 / -10.15 eV
E_LUMO (alpha / beta) = 0.180 / -2.942 eV
Electronic energy = -152528.49724 eV
Kohn-Sham gap (alpha / beta) = 0.22834 / 0.26479 hartree

Structure (ORCA input):
```
! RIJCOSX wB97M-V def2-TZVPD def2/J DEFGRID3
* xyz 0 3
C 0.3312 0.3816 -2.4106
C 0.0731 -0.1868 -1.3549
C 0.1196 -0.7337 -0.0549
P -1.1793 0.5371 1.3983
Br -0.8935 -0.5121 3.3124
Br 0.2272 2.2182 1.7506
H 0.6172 0.7389 -3.3686
H -0.3194 -1.6978 0.2851
H 1.0239 -0.7454 0.4426
*
```

Mulliken atomic charges, in units of e: C -0.02; C -0.04; C -1.12; P 0.25; Br -0.15; Br -0.11; H 0.40; H 0.37; H 0.41